# 1
A structure of composition C16H30GeN5OSV at a distorted geometry, computed with ωB97M-V with the def2-TZVPD basis set.

Values from the calculation:
Multiplicity   4
HOMO level (alpha / beta)   -2.84 / -4.24 eV
Gap between HOMO and LUMO (alpha / beta)   5.78 / 7.17 eV
LUMO (alpha / beta)   0.108 / 0.108 Eh
Total charge   -1
Relative energy (zero: lowest compared OMol25 entry of this formula, charge and spin)   35.07 kcal/mol
E_tot   -4395.8482 hartree

Last column: Mulliken charge in e.
Positions of all 55 atoms, in Å:
V (0.323, 0.190, -0.119)  0.258
N (-0.247, -2.168, -3.762)  -0.526
C (0.055, -1.532, -2.567)  0.510
S (-1.121, -0.472, -1.918)  -0.637
N (1.201, -1.773, -2.013)  -1.372
N (1.461, -1.080, -0.878)  1.161
C (2.605, -1.392, -0.310)  -0.751
C (3.157, -0.829, 0.866)  1.257
C (4.445, -1.258, 1.237)  -0.802
C (5.102, -0.766, 2.339)  -0.667
C (4.465, 0.175, 3.148)  -0.418
C (3.196, 0.613, 2.833)  -0.751
C (2.496, 0.155, 1.693)  0.530
O (1.305, 0.581, 1.444)  -0.834
H (-1.237, -2.315, -3.898)  0.255
H (0.315, -2.993, -3.928)  0.245
H (3.200, -2.146, -0.829)  0.182
H (4.923, -2.001, 0.608)  0.332
H (6.108, -1.099, 2.567)  0.361
H (4.971, 0.562, 4.025)  0.354
H (2.704, 1.356, 3.450)  0.379
N (-0.247, -1.963, 1.608)  -0.205
C (-1.194, -2.193, 2.690)  -0.820
C (-2.384, -3.044, 2.226)  -0.679
C (-3.565, -2.211, 1.726)  -0.951
C (-3.135, -1.266, 0.595)  -0.178
N (-2.569, -0.047, 1.158)  -0.226
H (0.167, -2.844, 1.312)  0.136
H (0.504, -1.370, 1.953)  0.080
H (-1.561, -1.215, 3.015)  0.391
H (-0.714, -2.696, 3.552)  0.505
H (-2.713, -3.693, 3.043)  0.345
H (-2.049, -3.690, 1.413)  0.326
H (-3.960, -1.607, 2.546)  0.370
H (-4.357, -2.881, 1.376)  0.365
H (-3.987, -1.061, -0.074)  0.420
H (-2.363, -1.762, -0.002)  0.061
H (-3.246, 0.706, 1.142)  0.293
H (-1.748, 0.249, 0.608)  -0.172
C (-0.886, 2.266, -3.842)  -1.268
Ge (-0.520, 2.948, -2.004)  0.574
C (-2.267, 3.002, -1.016)  -1.233
C (-0.027, 4.898, -2.242)  -1.349
C (0.869, 1.984, -1.010)  -0.953
H (-1.480, 2.973, -4.414)  0.403
H (-1.417, 1.322, -3.790)  0.428
H (0.050, 2.092, -4.366)  0.356
H (-2.971, 3.724, -1.423)  0.471
H (-2.072, 3.269, 0.022)  0.340
H (-2.729, 2.018, -1.039)  0.314
H (-0.826, 5.447, -2.733)  0.356
H (0.871, 5.012, -2.843)  0.361
H (0.159, 5.369, -1.281)  0.370
H (1.228, 2.642, -0.207)  0.378
H (1.711, 1.812, -1.687)  0.330

***

# 2
A structure of composition C5H13LaO3 at a distorted geometry, computed with ωB97M-V with the def2-TZVPD basis set.

Values from the calculation:
HOMO level   -14.86 eV
Gap between HOMO and LUMO   5.05 eV
LUMO   -0.361 Eh
Total charge   +2
Relative energy (zero: lowest compared OMol25 entry of this formula, charge and spin)   108.17 kcal/mol
E_tot   -454.8366 hartree

Last column: Mulliken charge in e.
Positions of all 22 atoms, in Å:
C (0.759, -0.378, -0.588)  -1.151
O (-0.402, 0.270, -1.087)  -0.260
C (-1.578, -0.468, -0.945)  -0.327
C (-2.614, 0.342, -0.204)  -0.403
O (-2.567, 1.684, -0.622)  -0.270
C (-3.666, 2.440, -0.184)  -0.730
H (1.600, 0.273, -0.886)  0.485
H (0.888, -1.365, -1.077)  0.577
H (-1.386, -1.402, -0.378)  0.294
H (-1.978, -0.761, -1.935)  0.300
H (-2.428, 0.275, 0.884)  0.140
H (-3.613, -0.087, -0.403)  0.365
H (-3.743, 2.433, 0.917)  0.305
H (-3.520, 3.472, -0.525)  0.242
H (-4.611, 2.053, -0.606)  0.314
La (1.443, -0.785, 1.949)  1.867
O (3.888, -0.687, 1.471)  -0.428
H (4.344, 0.149, 1.617)  0.337
C (4.665, -1.669, 0.771)  -0.534
H (5.723, -1.509, 0.997)  0.296
H (4.374, -2.661, 1.131)  0.262
H (4.422, -1.617, -0.297)  0.318

***

# 3
A structure of composition C55H35I4N7O2SeTi at a distorted geometry, computed with ωB97M-V with the def2-TZVPD basis set.

Values from the calculation:
Multiplicity   2
HOMO level (alpha / beta)   -2.82 / -4.19 eV
Gap between HOMO and LUMO (alpha / beta)   4.62 / 5.53 eV
LUMO (alpha / beta)   0.066 / 0.049 Eh
Total charge   -1
Relative energy (zero: lowest compared OMol25 entry of this formula, charge and spin)   7.19 kcal/mol
E_tot   -7092.5340 hartree

Last column: Mulliken charge in e.
Positions of all 105 atoms, in Å:
Ti (-0.249, 0.443, 0.173)  -1.229
I (1.553, 0.525, -9.532)  0.044
C (1.027, 0.550, -7.513)  -0.034
C (-0.047, 1.323, -7.097)  -0.737
C (-0.392, 1.332, -5.753)  -0.188
C (0.319, 0.581, -4.818)  -0.602
C (1.392, -0.185, -5.266)  0.026
C (1.752, -0.207, -6.609)  -0.830
C (-0.058, 0.579, -3.378)  0.548
C (0.103, 1.777, -2.649)  0.113
C (0.528, 3.001, -3.207)  -1.459
C (0.481, 3.935, -2.199)  -1.649
C (0.047, 3.270, -1.038)  0.339
C (-0.141, 3.890, 0.219)  0.828
C (0.283, 5.316, 0.324)  -0.796
C (-0.639, 6.338, 0.515)  0.081
C (-0.237, 7.664, 0.625)  -0.714
C (1.111, 7.968, 0.537)  0.009
I (1.732, 9.954, 0.703)  0.047
C (2.055, 6.969, 0.342)  -0.744
C (1.632, 5.652, 0.236)  0.022
C (-0.644, 3.277, 1.325)  0.382
N (-1.078, 1.961, 1.424)  1.017
C (-1.523, 1.816, 2.725)  0.854
C (-2.118, 0.711, 3.260)  0.149
C (-2.554, 0.729, 4.683)  -0.397
C (-1.625, 0.793, 5.717)  -0.115
C (-2.020, 0.821, 7.049)  -0.862
C (-3.371, 0.775, 7.350)  0.015
I (-3.983, 0.819, 9.344)  0.049
C (-4.322, 0.704, 6.342)  -0.704
C (-3.906, 0.682, 5.018)  -0.145
C (-2.371, -0.471, 2.510)  0.588
C (-3.006, -1.629, 3.010)  -1.462
C (-2.999, -2.545, 1.978)  -1.607
C (-2.351, -1.925, 0.890)  0.234
N (-1.959, -0.647, 1.221)  0.741
C (-2.127, -2.553, -0.362)  0.189
C (-1.495, -1.998, -1.437)  0.211
C (-1.417, -2.642, -2.735)  -1.667
C (-0.851, -1.772, -3.583)  -1.618
C (-0.557, -0.569, -2.827)  0.679
N (-0.923, -0.732, -1.512)  1.163
C (-2.673, -3.935, -0.508)  -0.494
C (-4.040, -4.148, -0.672)  0.124
C (-4.556, -5.428, -0.808)  -0.683
C (-3.690, -6.513, -0.776)  -0.033
I (-4.453, -8.446, -0.972)  0.055
C (-2.328, -6.331, -0.612)  -0.754
C (-1.831, -5.039, -0.477)  0.237
C (-1.320, 3.054, 3.460)  -1.624
C (-0.784, 3.935, 2.611)  -1.627
N (-0.176, 1.935, -1.306)  1.268
H (-0.613, 1.907, -7.809)  0.370
H (-1.232, 1.927, -5.417)  0.516
H (1.954, -0.771, -4.551)  0.498
H (2.592, -0.804, -6.936)  0.411
H (0.817, 3.155, -4.233)  0.582
H (0.700, 4.988, -2.274)  0.515
H (-1.692, 6.089, 0.573)  0.473
H (-0.969, 8.446, 0.771)  0.365
H (3.107, 7.212, 0.278)  0.374
H (2.359, 4.860, 0.099)  0.527
H (-0.570, 0.832, 5.470)  0.659
H (-1.282, 0.874, 7.837)  0.378
H (-5.376, 0.672, 6.583)  0.367
H (-4.640, 0.627, 4.224)  0.499
H (-3.404, -1.752, 4.003)  0.564
H (-3.397, -3.547, 1.982)  0.520
H (-1.801, -3.625, -2.960)  0.483
H (-0.666, -1.901, -4.638)  0.522
H (-4.703, -3.292, -0.694)  0.466
H (-5.618, -5.578, -0.942)  0.378
H (-1.658, -7.180, -0.587)  0.380
H (-0.767, -4.882, -0.345)  0.482
H (-1.573, 3.208, 4.496)  0.480
H (-0.485, 4.949, 2.823)  0.461
Se (1.857, 1.116, 1.098)  -0.609
N (6.757, -2.695, -1.179)  -0.376
C (6.279, -2.057, -2.286)  -0.112
O (6.931, -1.922, -3.300)  -0.618
C (4.873, -1.553, -2.140)  0.544
C (3.820, -2.434, -1.939)  -0.835
C (2.543, -1.906, -1.792)  -0.479
N (2.291, -0.606, -1.794)  0.683
C (3.304, 0.232, -1.990)  -0.271
C (4.609, -0.192, -2.190)  -1.129
H (7.726, -2.966, -1.174)  0.238
H (6.262, -2.627, -0.307)  0.228
H (3.986, -3.504, -1.908)  0.459
H (1.679, -2.551, -1.660)  0.581
H (3.057, 1.288, -1.964)  0.360
H (5.403, 0.523, -2.359)  0.484
O (0.443, -1.501, 0.599)  2.473
N (0.968, -1.971, 1.689)  -0.306
C (0.752, -1.393, 2.883)  -0.696
C (1.306, -1.949, 4.024)  -1.078
C (2.108, -3.067, 3.937)  -0.378
C (2.347, -3.617, 2.682)  -0.902
C (1.771, -3.048, 1.573)  -0.297
H (0.128, -0.516, 2.888)  0.838
H (1.091, -1.478, 4.972)  0.455
H (2.542, -3.507, 4.824)  0.401
H (2.978, -4.485, 2.552)  0.436
H (1.902, -3.396, 0.561)  0.395

***

# 4
The molecule C5H8O2 at a distorted geometry, computed with ωB97M-V with the def2-TZVPD basis set.

Values from the calculation:
HOMO level   -8.47 eV
Gap between HOMO and LUMO   9.33 eV
LUMO   0.032 Eh
Relative energy (zero: lowest compared OMol25 entry of this formula, charge and spin)   108.21 kcal/mol
E_tot   -345.6325 hartree

Last column: Mulliken charge in e.
Positions of all 15 atoms, in Å:
C (2.322, 0.434, -0.455)  -1.157
C (1.193, -0.169, 0.440)  -0.336
C (-0.138, 0.493, 0.361)  0.484
O (-0.723, 1.402, -0.483)  -0.572
C (-1.551, 0.429, 0.258)  0.653
C (-2.415, -0.661, -0.251)  -1.209
O (-1.005, 0.845, 1.481)  -0.600
H (1.994, 0.401, -1.429)  0.354
H (3.101, -0.212, -0.266)  0.390
H (2.663, 1.438, -0.261)  0.339
H (1.342, -0.138, 1.484)  0.364
H (1.063, -1.231, 0.204)  0.296
H (-3.497, -0.630, -0.053)  0.295
H (-2.188, -1.637, 0.205)  0.321
H (-2.163, -0.766, -1.235)  0.378

***

# 5
The molecule C4H12N2 at a distorted geometry, computed with ωB97M-V with the def2-TZVPD basis set.

Values from the calculation:
HOMO level   -7.94 eV
Gap between HOMO and LUMO   9.03 eV
LUMO   0.040 Eh
Relative energy (zero: lowest compared OMol25 entry of this formula, charge and spin)   70.14 kcal/mol
E_tot   -269.0046 hartree

Last column: Mulliken charge in e.
Positions of all 18 atoms, in Å:
C (-0.496, -2.021, -1.498)  -0.950
N (-1.395, -0.972, -1.124)  -0.209
C (-1.278, -0.279, 0.126)  -0.518
C (0.235, 0.109, 0.439)  -0.685
N (0.418, 1.248, 1.442)  -0.363
C (1.680, 2.025, 1.152)  -0.914
H (-1.066, -2.906, -1.932)  0.317
H (0.022, -2.556, -0.736)  0.307
H (0.137, -1.831, -2.325)  0.335
H (-2.014, -0.473, -1.715)  0.178
H (-1.657, 0.711, -0.097)  0.390
H (-1.527, -0.931, 0.999)  0.240
H (0.547, -0.770, 1.096)  0.164
H (0.792, 0.086, -0.386)  0.523
H (-0.312, 1.869, 1.689)  0.254
H (1.494, 3.110, 1.119)  0.344
H (2.482, 1.679, 1.659)  0.308
H (1.938, 1.900, 0.090)  0.278

***

# 6
A cluster of 4 separate species, C2H14N2O3 in total at a distorted geometry, computed with ωB97M-V with the def2-TZVPD basis set.

Values from the calculation:
Multiplicity   2
HOMO level (alpha / beta)   0.78 / -6.01 eV
Gap between HOMO and LUMO (alpha / beta)   3.01 / 9.61 eV
LUMO (alpha / beta)   0.139 / 0.132 Eh
Total charge   -1
Relative energy (zero: lowest compared OMol25 entry of this formula, charge and spin)   22.29 kcal/mol
E_tot   -419.7485 hartree

Last column: Mulliken charge in e.
Positions of all 21 atoms, in Å:
C (-0.372, -0.953, 1.424)  -1.352
N (-1.691, -0.323, 1.320)  -0.820
C (-2.753, -1.405, 1.186)  -0.724
N (-3.159, -1.567, -0.199)  -0.871
H (-0.508, -1.560, 0.502)  0.346
H (0.463, -0.285, 1.222)  0.543
H (-0.035, -1.553, 2.344)  0.320
H (-2.026, 0.232, 2.117)  0.399
H (-3.614, -1.048, 1.716)  0.574
H (-2.335, -2.319, 1.652)  0.305
H (-3.494, -0.774, -0.725)  0.431
H (-2.422, -1.930, -0.789)  0.299
H (-0.992, 1.517, -2.269)  0.879
H (-0.843, 0.645, -1.188)  -0.021
O (-0.446, 0.716, -2.100)  -1.028
H (5.183, 2.469, -0.646)  0.349
H (4.374, 1.480, 0.277)  0.386
O (5.067, 2.146, 0.250)  -0.833
H (1.547, 0.251, -1.690)  0.463
H (1.971, 1.195, -0.546)  0.327
O (2.320, 0.692, -1.296)  -0.974

***

Record order is preserved below.
Molar mass: 464.07, 260.06, 1460.38, 100.12, 88.15, 114.14 g/mol